1.
{
  "formula": "C31H57N2O2P2ReS",
  "method": "ωB97M-V with the def2-TZVPD basis set",
  "symbols": ["C", "C", "C", "C", "C", "H", "H", "H", "N", "P", "P", "C", "H", "H", "C", "O", "C", "H", "C", "C", "C", "C", "C", "H", "H", "H", "C", "H", "H", "H", "C", "H", "H", "H", "C", "H", "H", "H", "C", "H", "H", "H", "C", "H", "H", "H", "C", "H", "H", "H", "C", "H", "H", "H", "C", "H", "H", "H", "C", "H", "H", "H", "C", "H", "H", "H", "C", "H", "H", "H", "Re", "N", "C", "C", "C", "C", "C", "H", "H", "H", "H", "H", "H", "H", "H", "H", "C", "S", "C", "O", "H", "H", "H", "H", "H", "H"],
  "xyz": [[-1.630080, 1.810193, -1.581124], [-1.900147, 1.754319, 0.759040], [-2.729862, 2.654396, -1.714953], [-2.953374, 2.713662, 0.676932], [-3.353422, 3.162219, -0.565332], [-3.029729, 2.911399, -2.726696], [-3.438815, 3.007046, 1.608040], [-4.157859, 3.887950, -0.673201], [-1.146522, 1.545221, -0.366866], [0.781210, 0.559165, -2.376887], [-0.387059, -0.229810, 2.289837], [-0.995867, 1.067124, -2.727512], [-1.594427, 0.163952, -2.950969], [-1.051628, 1.696758, -3.618057], [2.007245, -0.997426, 0.301166], [2.958398, -1.638437, 0.584814], [-1.656721, 0.950926, 1.888080], [-2.221501, 1.317324, 2.756986], [-1.724784, -1.398749, 3.215600], [0.920548, 0.088545, 3.738330], [1.196507, -0.975457, -3.489023], [1.621793, 2.101212, -3.174881], [-1.229900, -2.813211, 2.937417], [-0.256595, -3.028342, 3.394923], [-1.951892, -3.547182, 3.336339], [-1.133601, -2.973971, 1.855116], [-1.941886, -1.170544, 4.722731], [-1.061301, -1.302991, 5.356349], [-2.373056, -0.181180, 4.924458], [-2.680887, -1.914808, 5.069116], [-3.118791, -1.186423, 2.605216], [-3.787682, -2.013340, 2.900848], [-3.593386, -0.258072, 2.955056], [-3.071425, -1.159904, 1.504114], [1.323684, -1.247721, 4.377248], [1.783241, -1.906145, 3.623314], [2.078891, -1.057013, 5.158092], [0.507042, -1.797211, 4.849983], [2.218533, 0.683923, 3.200765], [2.740150, -0.003989, 2.524200], [2.041748, 1.622847, 2.667348], [2.905055, 0.898420, 4.039639], [0.316787, 1.116469, 4.695656], [-0.516951, 0.729157, 5.288752], [1.094012, 1.448734, 5.405946], [-0.027974, 2.004849, 4.144487], [3.133750, 1.968763, -2.955762], [3.630729, 2.814198, -3.454250], [3.380145, 2.023909, -1.887913], [3.549846, 1.040942, -3.369097], [1.101943, 3.368550, -2.482531], [0.050168, 3.564132, -2.720979], [1.225628, 3.317032, -1.396601], [1.692132, 4.221495, -2.844851], [1.320117, 2.294596, -4.673195], [1.501069, 3.351145, -4.918817], [1.977735, 1.716974, -5.327337], [0.280011, 2.082416, -4.941589], [-0.110296, -1.742734, -3.701390], [-0.785011, -1.229684, -4.400923], [0.110834, -2.736318, -4.123973], [-0.632829, -1.888934, -2.749031], [2.205037, -1.866462, -2.741212], [1.780745, -2.312918, -1.832270], [2.501770, -2.692694, -3.408583], [3.111270, -1.307370, -2.467516], [1.799657, -0.686683, -4.866317], [1.115165, -0.132750, -5.519178], [2.767676, -0.175171, -4.803384], [1.983610, -1.658369, -5.354687], [0.489937, 0.099486, -0.065093], [-0.830429, -1.174842, -0.263618], [-1.819617, -1.821667, -0.049982], [-2.461972, -3.173362, -0.549761], [-3.691296, -3.449816, 0.311379], [-2.886087, -3.058244, -2.015161], [-1.472503, -4.340252, -0.399105], [-3.417837, -3.573170, 1.369003], [-4.414393, -2.625512, 0.241778], [-4.186398, -4.377092, -0.009114], [-2.055819, -3.282252, -2.696855], [-3.687294, -3.779073, -2.245582], [-3.270039, -2.054170, -2.237713], [-1.821166, -5.219685, -0.963679], [-0.472665, -4.080465, -0.778446], [-1.374001, -4.654249, 0.646411], [4.299844, 2.060021, 1.105747], [2.898993, 2.955161, 0.400417], [2.605205, 4.166013, 1.704354], [1.696990, 1.994914, 0.534449], [4.340796, 2.194773, 2.192547], [5.191656, 2.493436, 0.638480], [4.221274, 0.998151, 0.847256], [2.872626, 5.142455, 1.278040], [1.542220, 4.164517, 1.972609], [3.233355, 3.966974, 2.582587]],
  "atomic_forces_ev_per_a": [[0.3, -0.2, 0.2], [0.0, 0.7, -0.3], [0.0, 0.2, 0.0], [0.3, -0.8, 0.6], [0.2, 0.2, -0.6], [-0.3, 0.1, 0.3], [-0.1, 0.0, -0.4], [0.1, -0.2, 0.1], [0.3, -2.0, 0.3], [-0.4, 0.7, -3.2], [-0.2, 0.1, 1.6], [-0.1, 0.1, -0.3], [0.2, 0.4, 0.3], [0.0, -0.2, 0.0], [5.5, -3.9, 1.4], [-3.9, 2.6, -1.2], [0.0, 2.9, 1.8], [0.0, -0.3, -0.3], [0.1, -0.5, -0.3], [-0.1, 0.6, -0.1], [-0.1, -0.2, 0.2], [0.3, 0.1, 0.4], [-0.1, -0.5, 0.1], [-0.3, 0.1, -0.2], [0.3, 0.2, -0.2], [0.0, -0.1, 0.3], [0.2, 0.2, 0.3], [-0.4, 0.1, -0.2], [0.1, -0.2, 0.0], [0.2, 0.2, -0.3], [-0.1, 0.0, -0.2], [0.4, 0.3, -0.1], [0.2, -0.4, -0.2], [-0.3, 0.0, 0.3], [-0.2, -0.4, 0.0], [0.0, 0.1, 0.3], [-0.2, 0.1, -0.3], [0.4, 0.2, -0.1], [0.2, 0.4, -0.4], [-0.1, 0.1, 0.2], [0.0, -0.3, 0.3], [-0.4, -0.2, -0.2], [-0.1, 0.2, 0.4], [0.3, 0.2, -0.2], [-0.3, -0.1, -0.2], [0.1, -0.2, 0.2], [0.1, 0.1, 0.0], [0.0, -0.2, 0.1], [0.0, -0.1, -0.3], [-0.1, 0.3, 0.1], [0.1, -0.1, 0.4], [0.2, 0.0, 0.0], [-0.3, 0.1, -0.3], [-0.2, -0.2, 0.1], [0.1, -0.2, -0.3], [-0.1, -0.2, 0.2], [-0.2, 0.2, 0.2], [0.2, 0.1, -0.1], [-0.1, -0.1, 0.1], [0.2, -0.1, 0.2], [0.0, 0.3, 0.1], [0.1, 0.0, -0.2], [0.0, 0.0, 0.1], [0.0, 0.0, -0.2], [-0.1, 0.3, 0.3], [-0.1, -0.2, -0.1], [0.0, 0.1, -0.3], [0.2, -0.2, 0.2], [-0.3, -0.1, -0.1], [-0.1, 0.3, 0.2], [1.7, 4.7, 1.6], [-4.8, -3.3, 0.5], [3.3, -1.1, -3.1], [-1.3, -0.4, 0.8], [-0.5, 0.0, 0.5], [0.1, 0.6, -0.7], [0.9, 0.2, 0.4], [-0.1, 0.0, -0.4], [0.1, -0.3, 0.0], [0.2, 0.3, 0.0], [-0.3, 0.1, 0.3], [0.3, 0.2, 0.4], [0.0, -0.2, -0.1], [-0.2, 0.5, 0.1], [-0.3, -0.1, 0.0], [0.0, 0.1, -0.2], [0.3, 0.2, 0.1], [0.1, -0.4, 0.7], [0.3, 0.5, 0.1], [-1.2, -1.6, -0.5], [0.0, -0.1, -0.3], [-0.1, -0.1, 0.1], [0.0, 0.3, -0.1], [-0.1, -0.2, 0.2], [0.2, -0.1, -0.2], [-0.3, 0.0, -0.3]],
  "mulliken_spin": [0.03, 0.06, 0.14, 0.23, -0.01, 0.00, 0.00, 0.00, 0.12, -0.07, 0.10, 0.00, 0.02, 0.00, -0.07, 0.11, 0.42, -0.05, -0.01, 0.06, 0.02, 0.01, 0.01, 0.00, 0.00, -0.01, 0.00, 0.00, 0.00, 0.00, 0.08, 0.00, 0.00, -0.04, 0.00, 0.00, 0.00, 0.00, -0.01, 0.00, 0.01, 0.00, 0.01, 0.00, 0.00, 0.00, 0.00, 0.00, 0.00, 0.00, -0.01, 0.00, 0.00, 0.00, 0.00, 0.00, 0.00, 0.00, -0.01, 0.00, 0.00, 0.01, 0.01, 0.00, 0.00, 0.00, 0.00, 0.00, 0.00, 0.00, 1.55, -0.12, 0.29, 0.03, 0.02, 0.02, 0.02, 0.00, 0.00, 0.00, 0.00, 0.00, 0.00, 0.00, 0.00, 0.00, 0.01, 0.01, 0.00, 0.01, 0.00, 0.00, 0.00, 0.00, 0.00, 0.00],
  "orbital_gap_ev": [7.4281, 6.0099],
  "spin_multiplicity": 4,
  "de_lowest_kcal_mol": 100.7,
  "s2": 3.831,
  "fmax_ev_per_a": 6.92,
  "charge": 3
}

2.
{
  "formula": "C5H13O3",
  "method": "ωB97M-V with the def2-TZVPD basis set",
  "symbols": ["C", "O", "C", "C", "C", "C", "O", "H", "H", "H", "H", "H", "H", "H", "H", "H", "H", "H", "H", "H", "O"],
  "xyz": [[-0.452316, 0.140033, 1.537029], [0.542306, 0.490503, 2.317675], [-0.888967, 1.405114, 0.605973], [-1.840478, 0.970243, -0.497865], [-1.308017, -0.110141, -1.570357], [0.228229, -0.187701, -1.617922], [0.456101, -1.386431, -2.365666], [-0.190776, -0.618674, 0.821955], [-1.380653, -0.071878, 2.156822], [-1.090556, 2.263730, 1.231554], [-0.050572, 1.835265, 0.013415], [-2.110912, 1.817717, -1.154311], [-2.643488, 0.545205, 0.088293], [-1.760101, -1.071759, -1.365568], [-1.857951, 0.243720, -2.484678], [0.665394, 0.627463, -2.234823], [0.778625, -0.202068, -0.670449], [1.036316, -1.988603, -1.897280], [1.938022, -1.191750, 2.030054], [2.541169, -0.029403, 1.492744], [2.695633, -0.981553, 1.472954]],
  "atomic_forces_ev_per_a": [[-2.2, 1.1, -0.3], [0.9, 0.8, 0.7], [2.3, 0.3, -1.2], [0.0, -0.7, -0.1], [-0.9, 2.2, 1.5], [-0.4, -0.3, -1.9], [0.5, -0.3, -0.1], [-0.1, -0.8, -0.1], [0.6, 0.0, -0.8], [-1.1, -0.1, 0.3], [0.4, -0.7, 0.8], [-0.3, -0.1, 1.1], [-1.1, 0.0, -0.7], [0.4, -0.4, 0.3], [1.3, -0.6, 0.3], [-0.4, -0.1, 0.5], [-0.5, 0.0, -0.2], [0.2, 0.1, 0.1], [0.1, -0.6, 0.1], [0.5, 0.2, -0.3], [-0.4, 0.2, 0.1]],
  "nbo_charge": [-0.11, -0.34, -0.37, -0.41, -0.42, -0.09, -0.74, 0.17, 0.18, 0.23, 0.20, 0.22, 0.20, 0.22, 0.22, 0.17, 0.18, 0.48, 0.46, 0.47, -0.94],
  "orbital_gap_ev": [11.0009, 8.0704],
  "spin_multiplicity": 2,
  "de_lowest_kcal_mol": 16.8,
  "s2": 0.755,
  "fmax_ev_per_a": 2.81,
  "charge": 0
}